1.
{"formula": "C35H37N7O3PdSe", "method": "ωB97M-V/def2-TZVPD", "homo_lumo_gap_ha": [0.1432, 0.1705], "s2": 8.819, "charge": 3, "e_above_lowest_ev": 0.000, "spin_multiplicity": 6, "largest_force_ha_per_bohr": 0.105, "elements": ["C", "C", "H", "H", "H", "H", "H", "C", "C", "H", "C", "N", "H", "C", "N", "C", "C", "Se", "H", "C", "H", "C", "H", "H", "C", "O", "C", "C", "C", "H", "H", "H", "H", "H", "N", "N", "C", "H", "H", "O", "H", "C", "C", "C", "C", "N", "C", "H", "C", "H", "H", "C", "H", "H", "H", "H", "H", "O", "N", "C", "C", "C", "C", "Pd", "C", "C", "H", "C", "C", "C", "C", "H", "H", "C", "H", "H", "N", "H", "C", "H", "H", "H", "C", "H"], "xyz": [[13.21661, 14.39347, 15.56876], [14.74944, 14.25729, 9.10934], [15.73271, 14.12926, 11.46700], [8.18390, 15.59027, 14.50476], [11.31693, 21.53162, 6.41192], [11.86279, 17.99198, 5.84920], [8.51399, 11.48560, 14.00919], [12.16139, 15.92472, 7.36280], [6.85666, 12.37317, 12.95440], [13.64991, 12.41365, 8.92467], [14.01181, 13.19858, 8.22806], [10.12789, 18.25872, 11.62925], [7.39406, 17.49673, 13.30617], [12.77373, 8.93994, 9.46224], [14.04608, 14.39254, 10.38465], [8.89713, 16.38398, 14.36047], [14.65742, 14.21186, 11.48773], [8.63672, 15.34231, 9.31321], [13.17149, 13.90660, 6.35953], [12.65818, 14.52925, 13.20283], [13.49633, 10.20096, 11.09300], [11.68048, 17.22248, 7.80298], [6.10025, 11.94315, 13.58811], [8.37267, 16.57753, 12.30042], [12.80026, 13.68294, 7.35015], [11.80540, 14.70140, 12.31998], [14.91356, 13.96492, 13.88127], [11.35416, 17.52614, 9.16282], [10.63692, 19.81028, 8.35933], [8.73073, 19.37752, 12.75826], [12.94020, 14.56170, 16.58326], [14.76480, 15.27530, 8.69590], [16.22673, 12.85677, 15.82774], [10.78469, 17.49323, 11.49952], [12.20061, 14.81451, 8.03128], [11.95985, 11.06507, 10.03655], [11.07328, 19.51901, 7.07573], [12.06310, 12.90136, 7.20184], [10.21408, 12.40231, 12.42536], [11.46593, 16.68481, 10.13158], [11.51138, 20.32602, 5.13339], [8.80222, 13.62188, 11.33671], [10.09835, 19.08290, 10.59944], [14.53568, 13.99107, 15.24526], [10.89889, 10.93152, 9.22238], [9.58776, 14.29406, 10.45727], [6.40402, 13.26549, 11.89652], [14.73472, 12.66223, 7.61778], [12.84296, 10.06656, 10.22529], [9.97583, 9.67112, 7.69541], [9.06728, 16.96555, 15.28416], [7.39448, 13.97713, 11.16134], [11.75286, 7.93006, 7.83315], [10.88726, 15.60770, 16.01040], [9.48363, 19.98976, 10.69534], [10.42180, 15.42906, 13.12153], [9.96100, 18.60922, 13.70072], [12.08126, 12.17904, 10.76810], [7.08484, 14.91905, 10.23264], [11.76429, 8.81554, 8.49140], [10.76067, 9.78001, 8.42913], [12.31785, 14.71032, 14.61730], [14.03350, 14.21138, 12.84470], [11.90359, 14.41518, 10.11294], [10.80106, 18.84329, 9.39026], [8.44245, 17.22773, 13.17609], [16.10754, 14.48145, 16.49217], [8.15814, 12.13103, 13.18953], [15.52661, 13.60653, 16.26745], [10.96336, 20.56030, 6.04498], [11.59083, 18.21282, 6.86849], [10.17210, 20.79496, 8.55828], [5.35405, 13.37600, 11.70406], [11.05492, 15.31755, 14.97686], [9.91229, 20.74665, 5.66472], [15.74734, 13.83163, 9.29554], [10.20754, 15.64904, 14.08603], [10.22313, 11.79266, 9.19575], [9.17730, 12.71261, 12.34189], [15.96376, 13.75777, 13.65476], [13.48950, 8.13974, 9.58920], [15.04086, 13.19853, 17.16440], [9.32318, 18.44137, 12.83411], [12.47351, 15.85200, 6.33132]], "forces_ev_per_a": [[0.749, 0.212, 0.181], [-0.098, -0.556, -0.152], [0.430, -0.349, 0.171], [-0.406, -0.213, 0.370], [-0.101, -0.208, 0.093], [0.187, -0.167, -0.186], [-0.419, 0.252, -0.548], [-0.374, -0.953, 0.866], [-3.936, 2.656, -2.587], [0.219, 0.550, -0.268], [-0.658, -0.553, 0.437], [-0.444, -0.253, 1.573], [0.088, 0.205, 0.445], [-0.418, -0.537, -0.928], [-0.136, -0.471, 0.488], [0.998, -0.090, 0.044], [-1.261, 0.535, -0.239], [-1.562, -1.528, 2.934], [0.025, 0.518, -0.315], [0.447, -0.001, -0.568], [-0.028, 0.076, -0.649], [0.233, -0.467, 1.062], [-0.191, -0.264, -0.050], [0.191, -0.126, -0.139], [1.265, -0.370, 0.715], [-0.383, 0.012, 0.107], [-0.101, 0.140, -0.249], [0.624, -1.311, -0.495], [0.145, -0.179, 1.328], [0.289, -0.686, -0.272], [-0.009, -0.140, 0.821], [0.324, -0.430, -0.272], [-0.463, 0.503, 0.515], [-0.291, -0.164, 0.395], [-0.183, 0.909, -1.091], [-0.792, 0.449, 0.326], [-0.089, -0.136, 0.528], [-0.102, -0.285, 0.308], [-0.086, 0.114, 0.061], [0.347, 0.209, -0.894], [0.178, -0.121, 0.097], [-0.375, 1.407, -1.398], [-0.019, 1.335, -0.895], [-0.121, -0.406, -0.502], [-0.185, -0.416, -0.836], [0.493, -0.263, -0.375], [1.502, -1.648, 2.587], [0.103, 0.280, -0.266], [0.162, 0.204, 0.912], [-0.224, 0.203, 0.202], [-0.293, -0.289, -0.389], [-0.471, 0.550, -1.054], [-0.105, 0.603, 0.457], [-0.179, -0.172, 0.028], [0.361, -0.438, -0.085], [0.125, -0.387, -0.441], [0.384, 0.165, 0.013], [0.092, 0.116, -0.104], [1.443, -0.838, -0.326], [0.021, -0.359, 0.229], [1.009, 0.440, 0.164], [-0.369, -0.039, -1.036], [1.297, -0.069, 0.502], [-0.799, 0.262, 0.590], [-2.045, 1.778, 0.676], [0.032, -0.323, -0.605], [0.468, 0.510, 0.501], [5.172, 0.698, -1.145], [-0.051, -1.191, -0.330], [-0.537, 0.446, -1.403], [0.026, 0.560, -2.161], [0.316, -0.806, 0.076], [-0.213, 0.239, -0.041], [0.566, 0.125, -0.237], [0.808, -0.370, 0.775], [-0.051, 0.615, -0.163], [-1.873, 1.387, 0.600], [0.282, -0.416, 0.069], [-1.134, -1.239, 1.554], [-0.344, -0.020, 0.059], [0.054, 0.097, 0.109], [0.346, 0.258, -0.172], [-0.063, 0.369, 0.249], [0.180, 0.259, -0.346]]}

2.
{"formula": "C23H41Br10NO5", "method": "ωB97M-V/def2-TZVPD", "homo_lumo_gap_ha": 0.3558, "smiles": "C#C[C@]1(OCCCC)OC(=O)O[C@]1(CN)COCC.BrCCBr.BrCCBr.BrCCBr.BrCCBr.BrCCBr", "spin_multiplicity": 1, "largest_force_ha_per_bohr": 0.041, "elements": ["H", "H", "H", "C", "Br", "C", "H", "H", "O", "H", "H", "H", "O", "H", "H", "C", "H", "H", "C", "H", "O", "H", "Br", "C", "C", "C", "H", "Br", "C", "H", "H", "C", "C", "C", "H", "H", "Br", "C", "H", "Br", "C", "H", "H", "H", "H", "C", "C", "Br", "O", "H", "H", "Br", "Br", "C", "H", "H", "Br", "H", "C", "H", "Br", "H", "H", "H", "C", "H", "C", "O", "H", "C", "H", "H", "H", "H", "N", "C", "C", "H", "H", "C"], "xyz": [[-3.30084, -1.88640, 4.45736], [-5.44071, -2.01598, -2.28430], [2.14918, -1.31128, -0.30694], [0.58644, -1.73817, -1.77662], [8.69172, 3.27863, 1.04665], [11.47591, -0.69024, 1.75741], [-3.34798, -2.29765, 7.02335], [6.22363, 4.92803, -1.36933], [-3.42088, -0.34207, 0.54415], [-1.59563, -2.55877, 6.92498], [10.64181, 1.28067, 1.68631], [-2.53717, -0.63616, 5.45448], [-4.53446, -0.94819, 2.43877], [1.01602, 0.04220, -0.60630], [5.54838, 1.73715, 1.91786], [-5.22521, 1.15347, -1.05574], [-9.39068, -1.12700, -0.72076], [10.78910, -1.24960, 1.13096], [-3.74460, -0.95421, -0.73690], [-4.83504, 1.74983, 0.88604], [-5.61759, -0.75675, 0.45962], [-6.06260, 1.34548, -1.71581], [5.39373, -1.58619, 0.01347], [6.07296, 0.15033, 0.57912], [-7.71346, -2.28196, -1.36921], [-5.82877, -1.02559, -2.05047], [0.52941, -1.41888, -2.81457], [-3.40258, 4.49086, -2.99405], [1.55942, -0.78448, -1.04626], [4.60782, 0.25560, 2.17650], [-3.67694, 2.81152, -4.78087], [-5.16570, -0.37627, -0.82846], [8.03445, 4.53551, -0.28974], [-4.52239, -0.70503, 1.28945], [-1.12568, -0.06290, -2.38515], [-1.34724, -2.61851, -1.45341], [-0.83274, -1.86902, 4.16576], [-1.56492, -0.45711, -1.47346], [-1.78038, 1.34265, -4.45910], [12.18795, -1.94068, 3.06758], [10.82815, 0.49684, 2.41687], [8.78698, 4.59288, -1.06889], [-0.70353, -1.79296, -0.06262], [-8.17745, -2.91610, -2.12145], [1.00203, -2.73812, -1.74573], [-2.49689, -1.68144, 5.15635], [5.07508, 0.88773, 1.42856], [3.63576, 1.64673, 0.35309], [-2.95683, -0.64965, -1.78512], [12.33241, -0.37472, 1.16598], [-6.39771, 2.03717, 0.37803], [6.82434, 2.63850, -2.05760], [-2.85832, -4.43120, 5.88451], [6.68526, 4.12017, -0.80623], [6.97223, -0.06628, 1.15104], [-6.91980, -2.80964, -0.85182], [-0.13817, 2.77547, -3.30342], [7.97075, 5.49213, 0.22398], [-3.83116, -2.41724, -0.41966], [-9.38689, -2.77463, -0.09070], [9.08035, 0.04434, 3.14853], [-3.53143, -4.64538, -0.33139], [-1.42006, 0.30978, -0.72181], [-2.25140, 3.81924, -5.09490], [-8.76540, -1.91442, -0.31727], [11.41589, 0.89761, 3.23592], [-2.77594, 3.23756, -4.34438], [-7.23990, -1.07678, -1.95878], [6.33703, 0.69026, -0.32362], [-1.92754, 2.14874, -3.74306], [-5.59108, -0.39484, -2.90101], [-8.24204, -1.60197, 0.57753], [-2.34989, 1.74629, -2.82801], [2.25777, -0.40261, -1.78224], [-5.43130, 1.98042, 0.10943], [-3.67957, -3.60215, -0.37409], [-0.79679, -1.73699, -1.14676], [6.01065, 3.80230, -0.01654], [-4.34696, 1.48239, -1.60660], [-2.52592, -2.57447, 6.36705]], "forces_ev_per_a": [[-0.014, 0.003, 0.005], [0.143, -0.139, 0.193], [-0.063, 0.052, 0.376], [0.359, 0.506, 0.630], [-0.050, -0.016, -0.048], [0.231, -0.082, 0.116], [-0.010, 0.037, -0.031], [0.037, 0.034, 0.019], [0.373, -0.349, 0.596], [0.024, 0.027, -0.025], [0.023, -0.029, -0.042], [-0.010, -0.013, 0.037], [-0.019, 0.113, 0.729], [0.092, 0.244, 0.206], [0.068, -0.030, -0.014], [-0.318, 0.218, 0.634], [-0.154, 0.200, 0.113], [-0.044, 0.039, -0.001], [-1.354, -0.061, 1.103], [-0.020, 0.117, 0.145], [-0.023, 0.026, 0.509], [-0.213, -0.005, -0.134], [-0.007, 0.049, -0.049], [0.038, -0.254, 0.079], [-0.969, 0.386, 0.830], [-0.978, -0.345, 0.248], [-0.170, -0.167, -0.244], [0.061, -0.038, -0.036], [-0.264, -0.536, -0.873], [0.002, -0.034, -0.016], [0.019, -0.038, -0.002], [0.482, -0.486, -1.984], [0.053, 0.033, 0.240], [-0.247, 0.419, -1.035], [-0.229, 0.112, -0.236], [-0.248, 0.012, -0.219], [-0.040, -0.031, -0.051], [0.844, -0.433, -0.763], [-0.046, 0.005, -0.022], [-0.068, -0.011, -0.042], [-0.202, 0.035, -0.110], [-0.026, -0.027, -0.036], [0.061, -0.266, 0.158], [0.211, -0.098, -0.322], [0.030, -0.264, -0.163], [0.135, 0.104, -0.042], [-0.011, 0.214, -0.067], [0.065, 0.024, 0.095], [0.490, 0.712, 0.371], [-0.020, 0.053, 0.001], [-0.054, -0.179, 0.230], [0.027, 0.082, -0.075], [0.070, 0.016, 0.024], [-0.068, -0.045, -0.231], [-0.022, 0.046, 0.034], [0.328, -0.224, -0.199], [-0.043, -0.025, 0.071], [-0.046, -0.004, -0.003], [0.852, 0.056, -1.173], [-0.099, -0.142, 0.110], [0.081, 0.026, 0.084], [-0.046, -0.399, 0.130], [-0.326, 0.089, 0.282], [0.061, -0.042, -0.001], [0.498, -0.314, -0.514], [0.030, -0.045, 0.010], [-0.221, 0.047, 0.140], [0.449, -0.030, -0.056], [-0.037, -0.008, 0.083], [0.190, 0.040, -0.125], [0.151, 0.171, -0.119], [-0.175, 0.301, 0.237], [-0.071, 0.053, -0.042], [0.249, 0.297, 0.068], [0.331, 0.283, -0.326], [-0.168, 0.125, 0.124], [-0.063, 0.044, 0.397], [-0.004, 0.009, 0.010], [0.276, -0.122, 0.005], [-0.173, -0.130, -0.002]]}